This record from the Open Molecules 2025 dataset describes 2 unconnected molecules or ions with the total composition C5H12O at a distorted geometry. The level of theory is wB97M-V/def2-TZVPD.

- SMILES string: C/C=C/CC.O
- Total energy: -7425.310 eV
- 2S+1: 1
- Relative energy (zero: lowest compared OMol25 entry of this formula, charge and spin): 46.2 kcal/mol
- F_max: 0.079 hartree/bohr
- Kohn-Sham gap: 9.89 eV

Last columns: bonded neighbours and bond lengths (Å).
Positions of all 18 atoms, in Å:
1 C 1.64 0.87 -1.40  C2 1.501, H6 1.052, H7 1.135, H8 1.111
2 C 1.74 0.38 0.01  C1 1.501, C3 1.533, H9 1.082, H10 1.125
3 C 0.36 0.22 0.66  C2 1.533, C4 1.361, H11 1.143
4 C -0.03 -0.85 1.40  C3 1.361, C5 1.461, H12 1.082
5 C -1.39 -1.29 1.71  C4 1.461, H13 1.183, H14 1.156, H15 1.046
6 H 0.83 1.43 -1.79  C1 1.052
7 H 1.59 -0.01 -2.11  C1 1.135
8 H 2.63 1.34 -1.57  C1 1.111
9 H 2.15 1.11 0.70  C2 1.082
10 H 2.43 -0.50 0.19  C2 1.125
11 H -0.43 0.88 0.17  C3 1.143
12 H 0.55 -1.71 1.69  C4 1.082
13 H -1.55 -1.51 2.86  C5 1.183
14 H -1.61 -2.27 1.14  C5 1.156
15 H -2.16 -0.61 1.51  C5 1.046
16 H -2.92 0.74 -1.36  O18 0.950
17 H -1.55 0.61 -1.86  O18 0.930
18 O -2.29 1.17 -1.93  H16 0.950, H17 0.930